1 | The following is a quantum chemistry calculation of one molecule with the formula C7H8N2, from the Open Molecules 2025 dataset.

## Properties
HOMO level   -8.45 eV
Molar mass   120.15 g mol⁻¹
HOMO-LUMO gap   9.44 eV

Geometry as ORCA input:
```
! RIJCOSX wB97M-V def2-TZVPD def2/J DEFGRID3
* xyz 0 1
C 0.61 0.97 2.34
C -0.43 0.47 1.99
C -1.61 -0.18 1.42
N -1.10 -1.24 0.33
N -0.18 -0.58 -0.54
C -0.55 0.26 -1.52
C 0.62 0.59 -2.17
C 1.69 -0.03 -1.42
C 1.14 -0.77 -0.43
H 1.46 1.61 2.32
H -2.24 0.42 0.66
H -2.34 -0.70 2.08
H -0.58 -1.99 0.76
H -1.59 0.32 -1.80
H 0.66 1.29 -2.97
H 2.71 -0.03 -1.73
H 1.72 -1.09 0.37
*
```

2 | The following is a quantum chemistry calculation of one molecule with the formula C7H8N2, from the Open Molecules 2025 dataset.

## Properties
HOMO level   -8.70 eV
Molar mass   120.15 g mol⁻¹
HOMO-LUMO gap   9.57 eV

Geometry as ORCA input:
```
! RIJCOSX wB97M-V def2-TZVPD def2/J DEFGRID3
* xyz 0 1
C -1.87 0.09 1.28
C -0.68 0.04 0.63
C 0.25 -1.17 0.37
C 1.10 -0.77 -0.95
C 0.88 0.67 -0.93
C 1.35 1.80 -1.56
N 0.66 2.88 -1.10
C -0.26 2.42 -0.31
N -0.16 1.12 -0.07
H -2.54 0.96 1.14
H -2.52 -0.73 1.67
H 0.93 -1.17 1.34
H -0.46 -2.04 0.46
H 0.56 -1.19 -1.78
H 2.21 -0.97 -0.81
H 2.19 1.95 -2.23
H -0.91 3.04 0.38
*
```

3 | The following is a quantum chemistry calculation of a 2-piece molecular cluster, C7H8N2 overall, from the Open Molecules 2025 dataset.

## Properties
HOMO level   -8.73 eV
Molar mass   120.15 g mol⁻¹
HOMO-LUMO gap   9.27 eV

Geometry as ORCA input:
```
! RIJCOSX wB97M-V def2-TZVPD def2/J DEFGRID3
* xyz 0 1
C -0.82 -2.02 0.17
C -0.32 -0.95 0.81
C 0.77 -0.12 0.41
C 1.48 0.95 0.98
C 2.41 1.32 -0.08
N 2.53 0.39 -1.00
N 1.52 -0.49 -0.74
H -1.55 -2.60 0.65
H -0.28 -2.35 -0.77
H -0.75 -0.49 1.74
H 1.30 1.50 1.83
H 3.12 2.03 0.15
H 1.40 -1.33 -1.25
C -3.14 0.69 -0.72
C -2.25 1.47 -0.75
H -4.09 0.20 -0.46
H -1.32 1.81 -0.97
*
```

4 | The following is a quantum chemistry calculation of one molecule with the formula C7H8N2, from the Open Molecules 2025 dataset.

## Properties
HOMO level   -7.45 eV
Molar mass   120.15 g mol⁻¹
HOMO-LUMO gap   7.90 eV

Geometry as ORCA input:
```
! RIJCOSX wB97M-V def2-TZVPD def2/J DEFGRID3
* xyz 0 1
C -0.82 -2.15 0.05
C -0.59 -1.66 1.27
C 0.27 -0.37 1.40
N -0.31 0.69 0.99
C 0.35 1.92 0.75
C 0.59 1.84 -0.76
C 0.07 0.93 -1.63
N -0.36 -0.26 -1.27
C -0.31 -1.51 -1.17
H -1.44 -3.05 0.13
H -0.99 -2.06 2.29
H 1.28 -0.56 1.75
H 1.33 2.06 1.28
H -0.35 2.65 0.89
H 1.04 2.60 -1.24
H 0.09 1.06 -2.75
H 0.15 -2.14 -1.98
*
```

Stability ranking, top and bottom: 2 is the most stable and 4 is the least stable.

1 | The following is a quantum chemistry calculation of a 2-piece molecular cluster, C7H8N2 overall, from the Open Molecules 2025 dataset.

## Properties
HOMO level   -7.98 eV
Molar mass   120.15 g mol⁻¹
HOMO-LUMO gap   7.77 eV

Geometry as ORCA input:
```
! RIJCOSX wB97M-V def2-TZVPD def2/J DEFGRID3
* xyz 0 1
C -2.57 1.28 0.07
C -1.31 1.23 0.02
C -3.47 0.21 0.25
C -2.72 -1.00 0.16
C -1.33 -0.97 -0.01
C -0.53 0.14 -0.19
C 1.83 1.30 -0.17
N 1.85 -0.86 0.52
N 1.46 0.00 -0.41
H -4.49 0.48 0.60
H -3.04 -2.07 0.21
H -0.85 -1.86 -0.42
H 2.95 1.39 0.04
H 1.55 2.16 -0.83
H 1.33 1.66 0.76
H 1.92 -0.37 1.50
H 1.40 -1.78 0.63
*
```

2 | The following is a quantum chemistry calculation of one molecule with the formula C7H8N2, from the Open Molecules 2025 dataset.

## Properties
HOMO level   -9.35 eV
Molar mass   120.15 g mol⁻¹
HOMO-LUMO gap   9.95 eV

Geometry as ORCA input:
```
! RIJCOSX wB97M-V def2-TZVPD def2/J DEFGRID3
* xyz 0 1
C 2.83 -1.36 -0.09
N 1.43 -1.40 -0.44
C 0.70 -0.51 0.02
C 0.56 0.75 0.81
C -0.63 0.28 0.01
C -1.42 1.01 -1.00
C -2.31 0.73 0.20
C -3.17 -0.37 0.16
N -3.86 -1.29 0.12
H 3.40 -1.24 -1.01
H 3.10 -2.32 0.35
H 3.09 -0.55 0.60
H 0.50 0.63 1.89
H 1.08 1.66 0.52
H -1.19 2.05 -1.19
H -1.68 0.47 -1.91
H -2.45 1.47 0.96
*
```

Stability ranking, top and bottom: 2 is the most stable and 1 is the least stable.